Record 1
An isolated ion of composition C4H9N2O2 and charge +1 in a non-equilibrium geometry. Source: the Open Molecules 2025 dataset; level of theory: ωB97M-V/def2-TZVPD.

Output
Lowest unoccupied orbital energy: -3.34 eV
HOMO: -0.5372 hartree
SMILES: CO[C@H]1[NH+]=C(C)NO1
Charge: +1
Orbital gap: 11.3 eV

The geometry in XYZ format:
```
17
Properties=species:S:1:pos:R:3:forces:R:3
C -2.93051 -0.58178 -0.30381 0.5 2.2 5.0
O -1.69121 0.11358 -0.49771 0.4 0.1 -1.5
C -0.95806 0.56126 0.43614 3.7 -0.8 -0.1
N 0.38735 -0.61739 0.61286 -1.1 4.0 -1.6
C 1.38579 0.00421 0.03918 0.9 0.2 0.2
C 2.75561 -0.46564 -0.41880 -1.8 2.3 -1.3
N 1.10642 1.25290 -0.36239 -2.5 -0.6 0.5
O -0.14175 1.66415 0.16548 -0.1 -0.3 -0.6
H -3.16380 -0.74478 0.82785 0.9 -0.4 -1.8
H -2.85617 -1.41401 -0.87140 -0.5 -2.5 -1.7
H -3.59048 0.19284 -0.48866 -2.1 0.7 -1.4
H -1.30431 0.78807 1.38088 -1.4 -0.3 2.1
H 0.39920 -1.28447 1.31826 0.5 -1.8 0.9
H 2.45815 -0.80647 -1.50935 1.6 0.5 2.1
H 3.04398 -1.19443 0.25983 0.9 -1.9 0.6
H 3.44723 0.44796 -0.26792 -0.9 -1.7 -1.0
H 1.65257 2.08398 -0.32044 1.2 0.1 -0.3
```
Positions in Å, forces in eV/Å.

Record 2
C27H22N5OsS2 as an isolated structure in a non-equilibrium geometry. Source: the Open Molecules 2025 dataset; level of theory: ωB97M-V/def2-TZVPD.

Output
Lowest unoccupied orbital energy (alpha / beta): 2.05 / 2.11 eV
HOMO (alpha / beta): -0.0972 / -0.0987 hartree
Charge: -1
Orbital gap (alpha / beta): 4.7 / 4.8 eV

The geometry in XYZ format:
```
57
Properties=species:S:1:pos:R:3:forces:R:3
Os 0.57396 0.25744 -0.80698 1.1 -1.2 -0.5
C 3.66486 4.19944 -2.94518 0.2 -0.4 0.2
S 4.44016 3.01684 -1.80298 0.1 0.3 0.0
C 3.16426 1.83184 -1.54348 -0.4 -0.4 -0.1
S 1.51736 2.14384 -2.04958 -0.7 -1.1 1.1
N 3.55676 0.75474 -0.95068 1.1 0.6 -0.2
N 2.60236 -0.16596 -0.72228 -1.7 0.3 0.5
C 2.98066 -1.33686 -0.22308 0.4 -0.1 0.1
C 2.07436 -2.41546 -0.27668 0.1 0.2 -0.1
C 2.33546 -3.67446 0.31262 -0.1 0.0 0.0
C 1.44576 -4.70076 0.13812 0.1 0.1 0.0
C 0.30656 -4.49036 -0.64198 -0.2 0.4 -0.3
C 0.09546 -3.22266 -1.16218 -0.5 -0.9 -0.2
N 0.92166 -2.20906 -0.98648 0.0 2.0 1.0
H 4.01856 5.19114 -2.68458 0.0 0.1 0.0
H 2.58846 4.13234 -2.81128 0.0 0.2 -0.1
H 3.94406 3.95454 -3.96718 -0.1 0.1 -0.1
H 3.99076 -1.46436 0.15332 0.0 0.0 -0.1
H 3.23106 -3.81106 0.89982 0.1 0.1 0.0
H 1.62656 -5.66976 0.58212 0.0 -0.1 0.1
H -0.40714 -5.27756 -0.82508 -0.1 0.0 0.0
H -0.78484 -3.01786 -1.75928 -0.1 0.0 0.1
C 2.58356 1.42604 4.23472 0.1 0.2 -0.1
C 1.82886 0.28984 4.49412 0.1 0.1 0.1
C 1.03866 -0.27576 3.51782 -0.2 -0.1 -0.4
C 0.97346 0.29464 2.23092 1.0 0.5 1.4
C 1.70806 1.47594 1.99872 -0.4 -0.2 -0.5
C 2.50596 2.01914 2.98002 0.2 -0.1 0.4
N 0.20046 -0.22566 1.22932 -0.9 -0.8 -3.0
N -0.55214 -1.26616 1.51612 0.4 0.3 0.9
C -1.52424 -1.64256 0.67942 0.3 0.7 -0.6
C -2.18474 -2.85326 0.97932 -0.4 -0.5 0.0
C -3.25944 -3.28926 0.24732 0.4 -0.1 0.6
C -3.74394 -2.52086 -0.81378 -0.1 0.5 -0.5
C -3.15034 -1.31726 -1.11018 -0.5 -0.4 -0.1
C -2.02304 -0.84286 -0.41728 0.2 0.6 0.3
H 3.21336 1.85874 5.00022 0.0 0.0 0.1
H 1.85906 -0.15446 5.48112 0.0 -0.1 0.0
H 0.45676 -1.16226 3.71742 0.0 0.0 0.0
H 1.61136 1.97174 1.03352 0.0 -0.1 0.2
H 3.06976 2.92034 2.77562 0.0 0.0 -0.1
H -1.80024 -3.43346 1.80512 0.0 -0.1 0.1
H -3.74724 -4.22066 0.50102 0.0 -0.1 0.0
H -4.58654 -2.86656 -1.39628 0.0 0.0 -0.1
H -3.51994 -0.72506 -1.93998 0.0 0.0 0.1
C -1.42264 0.40524 -0.80158 0.6 -1.1 0.2
C -2.36064 1.47924 -1.06508 -0.6 0.8 -0.3
C -2.08404 2.52314 -1.96278 0.1 -0.4 0.2
C -2.96154 3.57284 -2.12948 -0.1 0.2 -0.1
C -4.14164 3.63214 -1.40078 0.0 0.0 0.0
C -4.44404 2.60584 -0.51798 -0.2 0.3 0.0
C -3.57324 1.55194 -0.35128 0.4 -0.1 -0.1
H -1.16124 2.48614 -2.52578 0.0 0.0 0.0
H -2.72164 4.36254 -2.82878 0.0 0.1 0.0
H -4.80864 4.47684 -1.50608 -0.1 0.0 -0.1
H -5.36354 2.64154 0.05222 0.0 0.0 0.1
H -3.80164 0.77624 0.36582 0.0 0.0 0.0
```
Positions in Å, forces in eV/Å.

Record 3
An isolated ion of composition C8H11N3O2 and charge +2 in a non-equilibrium geometry. Source: the Open Molecules 2025 dataset; level of theory: ωB97M-V/def2-TZVPD.

Output
Lowest unoccupied orbital energy: -10.51 eV
HOMO: -0.6844 hartree
Charge: +2
Orbital gap: 8.1 eV

The geometry in XYZ format:
```
24
Properties=species:S:1:pos:R:3:forces:R:3
C 3.21131 -0.13968 -0.19300 1.3 0.4 -1.3
C 2.71600 -1.41563 -0.05079 -1.8 0.8 0.9
C 2.36903 0.98150 -0.19347 -0.6 -1.4 -0.3
C 1.31354 -1.52464 0.08921 -2.8 -1.3 0.5
C 0.95383 0.83335 -0.15615 3.1 0.5 0.6
C 0.52174 -0.43439 0.05765 -1.5 1.5 0.1
C -1.77401 -0.28794 1.87177 -0.2 -1.0 0.4
C -2.02485 -0.45519 -1.73227 -0.6 -0.5 -2.1
N -1.12994 1.50218 0.37157 -4.9 0.9 -0.8
N 0.08158 1.91066 -0.03671 -0.9 -1.1 -0.5
N -1.42078 0.09382 0.47512 4.7 -1.3 0.3
O 0.25706 3.04619 -0.26928 0.6 0.6 0.0
O -2.30242 -0.48586 -0.34776 -0.3 0.5 0.2
H 4.30753 -0.05496 -0.45178 -1.3 0.4 0.9
H 3.31643 -2.25316 0.19927 0.6 -0.8 -0.5
H 2.83659 1.91137 -0.11677 0.4 1.7 -0.3
H 0.65737 -2.39828 0.24641 1.3 -0.5 0.0
H -1.68671 0.55748 2.53121 0.1 0.2 0.1
H -2.75575 -0.71724 1.84094 -1.0 0.5 -0.2
H -1.25093 -1.17730 2.23657 0.8 0.5 -0.3
H -2.38519 0.46854 -2.21810 0.9 0.0 0.4
H -2.72816 -1.17885 -2.12383 -0.4 -0.3 0.1
H -1.06094 -0.89541 -2.08405 -0.2 0.9 0.8
H -2.02236 2.11346 0.05422 2.7 -1.3 0.9
```
Positions in Å, forces in eV/Å.

Record 4
An isolated ion of composition C5H4N and charge +1 in a non-equilibrium geometry. Source: the Open Molecules 2025 dataset; level of theory: ωB97M-V/def2-TZVPD.

Output
Lowest unoccupied orbital energy: -7.89 eV
HOMO: -0.5394 hartree
Charge: +1
Orbital gap: 6.8 eV

The geometry in XYZ format:
```
10
Properties=species:S:1:pos:R:3:forces:R:3
C 1.17937 0.84519 -0.00896 -0.7 -0.4 -0.1
C 2.60598 -0.18703 0.00546 -0.6 0.8 0.0
C 0.00386 -1.14247 -0.01152 0.4 0.4 0.0
C 1.28120 -0.60384 0.00290 -1.4 1.5 -0.1
C -0.93568 -0.00764 0.02205 -0.8 0.2 0.0
N -0.13058 1.20295 -0.00263 3.2 -1.9 0.1
H -0.28668 -2.18045 -0.06305 -0.1 -0.2 0.0
H -1.65247 -0.01643 -0.81609 0.1 -0.2 0.0
H -1.58816 -0.06331 0.91398 0.1 -0.1 0.0
H -0.47684 2.15304 -0.04213 0.0 0.0 0.0
```
Positions in Å, forces in eV/Å.

Record 5
C5H8N2O5P2 as an isolated structure in a non-equilibrium geometry. Source: the Open Molecules 2025 dataset; level of theory: ωB97M-V/def2-TZVPD.

Output
Lowest unoccupied orbital energy (alpha / beta): -1.31 / -1.33 eV
HOMO (alpha / beta): -0.3139 / -0.3089 hartree
Charge: 0
Orbital gap (alpha / beta): 7.2 / 7.1 eV

The geometry in XYZ format:
```
22
Properties=species:S:1:pos:R:3:forces:R:3
C -0.37463 0.75404 -3.29578 0.6 0.7 1.4
C 0.04404 1.35731 -2.19697 -1.0 -2.9 1.3
C 0.02661 -1.94297 0.68704 -1.4 1.8 0.9
C -0.97779 -2.04855 -0.36846 -2.4 -1.1 -0.7
C 0.18462 -1.14618 -0.59931 -2.5 1.4 1.3
N -1.22032 1.27882 2.08520 -0.2 -2.5 2.6
N 1.07143 1.00425 3.20020 -0.9 -1.5 1.5
O -1.30915 0.28487 2.65415 -0.9 3.2 -2.0
O 0.40900 0.02231 3.59810 2.0 1.2 -0.4
O -1.28275 0.94033 0.29242 0.2 -0.4 -2.0
O 2.66564 2.72198 1.95113 -0.3 0.1 -0.5
O 1.17992 1.19995 0.26637 1.6 0.6 0.3
P -0.02287 0.60881 -0.52012 -0.7 0.8 0.8
P 1.97477 1.43389 1.87954 -0.9 -0.7 -1.1
H -0.38518 1.29008 -4.16453 0.2 1.7 -2.2
H -0.70209 -0.19554 -3.50445 -0.8 -2.5 0.6
H 0.35387 2.32340 -2.31954 0.8 2.5 0.3
H -0.26275 -1.46124 1.62445 0.3 -0.2 -0.3
H 0.82176 -2.59416 0.72839 1.3 -1.8 0.4
H -1.38256 -2.96890 -0.88197 1.6 0.9 0.2
H -1.88935 -1.47668 -0.13919 0.5 0.0 0.0
H 1.07779 -1.38581 -0.97665 2.9 -1.3 -2.3
```
Positions in Å, forces in eV/Å.

Record 6
C45H64ClN4O4Ti as an isolated structure in a non-equilibrium geometry. Source: the Open Molecules 2025 dataset; level of theory: ωB97M-V/def2-TZVPD.

Output
Spin multiplicity: 3
Lowest unoccupied orbital energy (alpha / beta): 2.35 / 2.35 eV
HOMO (alpha / beta): -0.1042 / -0.1810 hartree
Charge: -1
Orbital gap (alpha / beta): 5.2 / 7.3 eV

The geometry in XYZ format:
```
119
Properties=species:S:1:pos:R:3:forces:R:3
Ti -0.28509 -1.35367 0.51932 1.1 0.1 0.1
C -5.01439 -0.62014 -0.85024 3.4 0.4 2.2
N -4.35188 0.27668 -1.73354 2.0 2.6 -0.6
C -4.47730 0.06481 -3.15859 -0.1 -2.5 1.6
C -2.86712 0.46578 -1.46224 -0.3 -0.3 -0.1
C -2.55639 0.88347 -0.01814 1.6 2.2 -1.0
N -1.06062 0.85672 0.27905 -0.5 0.5 2.1
C -1.04328 1.38007 1.72045 0.8 -0.3 -0.7
C 0.29232 1.42860 2.42821 0.1 0.3 -0.4
C 0.51658 2.52147 3.26460 0.2 -1.5 -0.1
C 1.64899 2.59502 4.02509 1.6 1.3 0.6
C 2.73654 1.73465 3.75004 -1.2 0.0 -0.1
C 2.61350 0.72849 2.79844 0.1 0.2 1.1
C 1.31336 0.48156 2.24883 1.3 0.3 -0.5
O 1.22300 -0.55355 1.45808 -0.8 0.2 0.0
C 3.84312 -0.09852 2.38397 -0.4 -0.1 0.2
C 3.65741 -1.64792 2.68486 0.3 0.9 0.4
C 3.99684 0.13307 0.86355 0.9 -3.8 0.4
C 5.18030 0.43490 3.00367 -0.9 -2.0 0.7
C 1.72281 3.72347 5.10239 -0.9 -0.9 0.2
C 0.60128 3.34087 6.10759 1.7 -0.1 1.0
C 1.36341 5.07567 4.50684 -1.1 0.7 -0.1
C 3.07748 3.75087 5.85582 -1.4 0.9 -1.2
C -0.17070 1.76181 -0.50862 -0.4 -0.1 -0.2
C 0.07573 1.22171 -1.89437 0.8 -1.2 -1.2
C -0.03918 2.04042 -2.98104 -0.3 0.9 -1.4
C 0.18185 1.60571 -4.33236 0.3 0.0 1.9
C 0.62622 0.27796 -4.50484 -0.1 1.7 -1.8
C 0.80876 -0.60538 -3.48169 0.0 0.5 0.3
C 0.47219 -0.14051 -2.20770 -0.2 0.2 2.7
O 0.58575 -0.99265 -1.19601 -0.3 0.0 -0.2
C 1.42114 -1.95894 -3.66819 1.5 -2.2 0.8
C 0.38020 -3.07550 -3.24771 0.2 0.6 -0.3
C 2.75401 -2.12364 -2.78481 0.3 -1.2 -1.4
C 2.04336 -2.27468 -5.08357 -0.4 1.3 1.8
C 0.10419 2.61732 -5.44239 -0.3 1.5 -1.0
C 1.18833 3.77415 -5.30269 0.1 -2.7 0.7
C -1.25438 3.42436 -5.42666 1.3 0.1 -0.2
C 0.25199 1.91260 -6.82466 -2.6 1.2 0.0
H -4.51337 -1.59357 -0.77259 -0.3 -0.2 -0.1
H -6.01393 -0.71608 -1.02910 -2.7 -0.3 -0.8
H -4.91099 -0.14443 0.15808 -0.4 -0.6 -0.5
H -3.62976 -0.57489 -3.45585 -0.4 -0.3 -0.6
H -4.40854 0.94689 -3.69920 0.0 1.8 -1.0
H -5.44042 -0.42914 -3.31290 0.2 0.0 -0.5
H -2.32094 1.22021 -2.17742 -1.7 -1.5 1.1
H -2.41162 -0.55822 -1.61929 0.0 0.9 0.0
H -3.02226 0.28504 0.73125 -0.3 -0.7 0.4
H -2.80879 1.96453 0.22566 -0.4 -1.0 -0.7
H -1.70483 0.76377 2.30941 -0.5 -0.2 0.0
H -1.44095 2.40247 1.69936 -0.1 0.0 0.1
H -0.27610 3.20864 3.41065 -0.7 0.7 0.0
H 3.64207 1.81034 4.32664 0.1 0.2 -0.1
H 3.02417 -2.10027 1.93849 -0.4 0.0 -0.1
H 3.24907 -1.90203 3.69088 0.2 0.5 -0.7
H 4.63029 -2.13476 2.61220 0.2 0.0 0.0
H 3.10522 -0.29437 0.33976 0.8 0.9 0.1
H 4.91628 -0.52045 0.61972 -1.3 0.9 -0.2
H 4.27729 1.13176 0.69759 -0.1 1.4 -0.6
H 5.12624 0.44002 4.11340 0.3 -0.1 -0.6
H 5.41158 1.41568 2.66604 0.2 0.9 -0.3
H 5.97383 -0.27336 2.67096 -0.4 0.6 0.3
H -0.33996 3.08952 5.65664 -0.4 0.1 -0.3
H 0.48342 4.11859 6.88389 -0.1 -0.3 -0.2
H 0.99854 2.42672 6.57991 -0.5 0.2 0.2
H 0.24495 5.11987 4.30311 1.4 0.0 -0.1
H 1.92318 5.26369 3.60221 0.0 0.0 -0.5
H 1.56633 5.94939 5.15307 0.0 -0.5 0.2
H 3.23090 2.78397 6.28476 0.6 -0.6 0.1
H 2.98554 4.47719 6.66310 0.2 0.1 0.0
H 3.81940 4.06926 5.10837 0.2 -0.3 0.6
H 0.73422 1.91795 0.07105 0.5 -0.9 0.1
H -0.45755 2.85863 -0.52507 -0.8 -1.1 -0.3
H -0.34969 3.08319 -2.74652 0.2 -0.6 -0.5
H 0.91220 -0.00146 -5.52918 -0.2 -0.1 0.6
H 0.07952 -2.94202 -2.18632 0.4 -0.2 -0.9
H 0.68036 -4.11074 -3.44396 0.7 0.2 0.3
H -0.47577 -3.00457 -3.91195 -0.5 0.5 0.0
H 2.67799 -1.93290 -1.72649 -0.3 0.1 0.2
H 3.57490 -1.52886 -3.24985 -0.6 0.0 0.5
H 3.12773 -3.19312 -2.94075 -0.6 1.2 0.4
H 1.37495 -2.12396 -5.89245 -0.7 0.0 -0.9
H 2.37337 -3.29077 -5.03259 0.2 -0.6 -0.2
H 2.90956 -1.60834 -5.17186 -0.2 -0.2 -0.4
H 1.13388 4.20437 -4.30933 0.1 0.2 0.1
H 0.99555 4.47716 -6.04385 -0.4 1.5 -1.2
H 2.20140 3.40179 -5.49372 -0.1 -0.1 0.3
H -1.36659 3.97314 -4.48521 -0.2 -0.4 -0.1
H -2.07747 2.76813 -5.63256 -0.6 -0.3 0.2
H -1.23688 4.20309 -6.21010 0.1 -0.4 0.1
H 1.18832 1.43170 -6.86326 1.0 -0.7 -0.4
H 0.14027 2.63037 -7.67640 0.4 -0.3 0.7
H -0.62786 1.20880 -6.96263 1.2 0.4 0.2
N -0.96014 -1.59352 2.81753 -0.9 1.0 -0.9
C -2.33240 -2.05469 2.81958 -0.2 0.1 0.6
C -3.11939 -1.94698 3.99390 0.9 -0.1 -1.8
C -4.41263 -2.41944 3.97864 0.0 -0.8 -0.4
C -4.86888 -3.13859 2.89003 -0.6 0.3 -1.5
C -4.14111 -3.19350 1.66194 1.2 -0.2 0.6
C -4.48360 -3.90149 0.50136 -3.2 -1.6 -0.6
C -3.62505 -3.97641 -0.59220 1.1 1.3 0.1
C -2.43160 -3.24893 -0.62351 -0.4 -0.6 0.1
N -2.04550 -2.48770 0.47529 -0.4 -0.6 -0.8
C -2.83762 -2.61760 1.59063 0.3 1.6 2.7
H -0.31006 -2.33740 2.83267 1.0 -1.5 0.1
H -0.61501 -0.92301 3.51518 -0.9 -0.3 -0.3
H -2.67791 -1.53969 4.87831 0.2 0.3 0.4
H -5.02051 -2.32954 4.84460 -0.5 0.0 0.6
H -5.88073 -3.56748 2.84343 0.5 0.2 0.3
H -5.52703 -4.43326 0.43470 2.1 1.0 0.2
H -3.94624 -4.45268 -1.48827 0.0 -0.6 -0.5
H -1.73538 -3.31356 -1.48010 -0.6 0.2 0.6
Cl 1.32239 -5.35460 -0.95403 0.1 -0.5 0.8
C 0.93441 -5.41871 0.81990 4.2 0.9 -0.4
C 0.92514 -4.04715 1.45082 -0.8 1.7 -3.2
O 0.92539 -3.90357 2.63930 0.1 -0.3 2.4
O 0.77184 -3.09095 0.58181 0.1 -0.8 0.5
H 1.64387 -6.05878 1.37166 -0.3 0.2 -0.5
H 0.00917 -5.78542 0.89029 -3.6 -1.6 0.3
```
Positions in Å, forces in eV/Å.